DFT (ωB97M-V/def2-TZVPD) results for C70H60N4O2S2SbSnTe as an isolated structure in a non-equilibrium geometry.

Atoms and positions in Å:
1 Sn 0.629 1.022 0.323
2 S -1.937 1.208 5.907
3 C -2.421 1.050 7.540
4 C -1.401 0.647 8.345
5 C -0.197 0.472 7.642
6 C -0.305 0.736 6.300
7 C 0.722 0.679 5.290
8 C 0.399 0.854 3.930
9 N 1.258 0.783 2.947
10 C 2.555 0.578 3.227
11 C 3.007 0.444 4.561
12 C 4.401 0.302 4.826
13 C 5.298 0.300 3.816
14 C 4.876 0.402 2.457
15 C 5.785 0.381 1.396
16 C 5.338 0.459 0.082
17 C 3.943 0.554 -0.106
18 N 3.079 0.598 0.881
19 C 3.500 0.525 2.156
20 C 6.260 0.449 -1.025
21 C 6.002 0.506 -2.374
22 C 7.168 0.481 -3.158
23 C 8.305 0.407 -2.411
24 S 7.979 0.366 -0.734
25 C 2.061 0.471 5.589
26 H -3.433 1.271 7.809
27 H -1.501 0.485 9.402
28 H 0.714 0.156 8.116
29 H -0.622 1.066 3.649
30 H 4.718 0.208 5.853
31 H 6.356 0.211 4.016
32 H 6.842 0.302 1.606
33 H 3.511 0.602 -1.097
34 H 5.013 0.566 -2.789
35 H 7.165 0.515 -4.233
36 H 9.322 0.377 -2.746
37 H 2.390 0.344 6.608
38 C -3.394 2.279 -5.652
39 C -2.388 2.244 -4.542
40 C -1.062 1.942 -4.772
41 C -0.118 1.902 -3.737
42 C 1.210 1.315 -3.928
43 O 1.852 0.807 -3.015
44 C 1.694 1.244 -5.332
45 C 1.594 2.325 -6.204
46 C 2.001 2.195 -7.519
47 C 2.503 0.987 -7.977
48 C 2.624 -0.086 -7.109
49 C 2.233 0.045 -5.790
50 C -0.523 2.230 -2.429
51 O 0.320 2.315 -1.439
52 C -1.907 2.431 -2.190
53 C -2.808 2.449 -3.225
54 C -2.236 2.314 -0.759
55 N -2.304 1.162 -0.201
56 C -2.284 -0.041 -0.997
57 C -3.696 -0.452 -1.347
58 Te -4.997 -0.105 0.352
59 C -5.574 1.853 -0.275
60 C -6.156 2.048 -1.517
61 C -6.509 3.322 -1.929
62 C -6.291 4.407 -1.097
63 C -5.728 4.212 0.152
64 C -5.373 2.939 0.561
65 C -2.220 3.500 0.095
66 C -2.186 4.782 -0.449
67 C -2.095 5.882 0.385
68 C -2.037 5.714 1.758
69 C -2.077 4.441 2.308
70 C -2.168 3.340 1.482
71 H -2.969 1.909 -6.580
72 H -3.738 3.300 -5.810
73 H -4.262 1.670 -5.400
74 H -0.744 1.679 -5.769
75 H 1.209 3.268 -5.845
76 H 1.909 3.033 -8.194
77 H 2.800 0.883 -9.010
78 H 3.011 -1.030 -7.461
79 H 2.317 -0.784 -5.102
80 H -3.860 2.581 -3.009
81 H -1.843 -0.820 -0.363
82 H -1.682 0.055 -1.910
83 H -3.728 -1.504 -1.597
84 H -4.064 0.130 -2.184
85 H -6.339 1.201 -2.168
86 H -6.962 3.468 -2.901
87 H -6.563 5.401 -1.419
88 H -5.560 5.054 0.808
89 H -4.931 2.786 1.534
90 H -2.237 4.910 -1.521
91 H -2.071 6.877 -0.032
92 H -1.973 6.575 2.406
93 H -2.049 4.315 3.380
94 H -2.221 2.333 1.876
95 N 1.282 3.393 1.009
96 H 2.078 3.627 1.593
97 H 0.477 3.916 1.342
98 H 1.474 3.713 0.064
99 C 3.655 -3.827 0.110
100 C 2.635 -4.929 0.144
101 C 2.988 -6.222 -0.224
102 C 2.072 -7.257 -0.179
103 C 0.777 -7.012 0.243
104 C 0.413 -5.725 0.596
105 C 1.327 -4.683 0.546
106 Sb 0.584 -2.670 0.928
107 C -1.062 -3.189 -0.366
108 C -2.237 -3.727 0.133
109 C -3.233 -4.162 -0.723
110 C -3.067 -4.019 -2.090
111 C -1.894 -3.481 -2.591
112 C -0.874 -3.072 -1.741
113 C 0.406 -2.538 -2.306
114 C -0.315 -3.131 2.838
115 C 0.201 -4.195 3.562
116 C -0.242 -4.468 4.843
117 C -1.194 -3.650 5.427
118 C -1.701 -2.577 4.715
119 C -1.280 -2.311 3.416
120 C -1.912 -1.183 2.662
121 H 4.636 -4.221 -0.147
122 H 3.720 -3.343 1.086
123 H 3.384 -3.068 -0.626
124 H 3.993 -6.417 -0.571
125 H 2.369 -8.253 -0.469
126 H 0.051 -7.810 0.282
127 H -0.604 -5.534 0.910
128 H -2.375 -3.829 1.204
129 H -4.129 -4.616 -0.324
130 H -3.852 -4.330 -2.763
131 H -1.765 -3.382 -3.659
132 H 0.331 -2.426 -3.385
133 H 1.226 -3.229 -2.098
134 H 0.656 -1.558 -1.876
135 H 0.961 -4.820 3.115
136 H 0.156 -5.314 5.383
137 H -1.543 -3.848 6.430
138 H -2.445 -1.938 5.169
139 H -2.415 -0.500 3.343
140 H -2.665 -1.569 1.972
141 H -1.171 -0.630 2.076

Results
Total charge: +1
E_LUMO, hartree: -0.115
Multiplicity: 1
Energy relative to the best compared isomer or geometry (same formula, charge and spin), kJ/mol: 64.9
HOMO level, eV: -9.2

Mulliken population analysis, charges in e, atoms 1 to 99: 2.313, 0.054, -0.453, -0.709, -0.576, 0.557, 0.450, -0.649, 0.948, -0.926, 0.746, -1.175, -1.138, 0.815, -0.954, 0.879, -0.660, 0.643, -1.010, 0.286, -0.441, -0.670, -0.317, -0.195, -0.865, 0.490, 0.449, 0.434, 0.048, 0.489, 0.498, 0.477, 0.419, 0.663, 0.424, 0.472, 0.453, -1.761, 0.128, -0.882, 1.130, 0.047, -0.452, 0.537, -0.060, -0.856, -0.461, -0.796, -0.544, -0.116, -0.934, -0.109, -0.555, 0.548, 0.575, 0.984, -1.552, 0.177, -0.090, -0.419, -0.491, -0.589, -0.530, -0.232, 1.554, -0.749, -1.107, -0.767, -0.866, -0.339, 0.361, 0.335, 0.378, 0.381, 0.506, 0.418, 0.414, 0.420, 0.417, 0.507, -0.390, -0.171, 0.342, 0.376, 0.489, 0.444, 0.415, 0.416, 0.512, 0.525, 0.444, 0.463, 0.504, 0.590, -0.679, 0.284, 0.125, 0.236, -1.266